This record from OMol25 describes 18 unconnected molecules or ions with the total composition C37H57BFIN19O4 in a non-equilibrium geometry. The level of theory is wB97M-V/def2-TZVPD.

- gap between HOMO and LUMO (eV) = 7.9
- E_LUMO (eV) = -4.89
- relative energy (zero: lowest compared OMol25 entry of this formula, charge and spin) (kcal/mol) = 0.00
- E_HOMO (eV) = -12.83

Geometry as ORCA input:
```
! RIJCOSX wB97M-V def2-TZVPD def2/J DEFGRID3
* xyz 1 1
O -1.85 -3.66 -0.31
C -1.31 -2.66 -0.61
F -0.59 -2.57 -1.73
N -1.40 -1.45 0.15
C -0.21 -0.94 0.75
O -0.07 -0.88 1.93
N 0.93 -0.47 -0.08
I 2.41 -1.96 -0.38
C 0.55 0.19 -1.38
B -0.43 1.42 -1.19
O -1.12 1.89 -2.24
O -0.62 1.96 0.06
H -1.90 -0.73 -0.36
H 1.40 0.24 0.49
H 0.13 -0.51 -2.08
H 1.47 0.55 -1.84
H -0.67 1.75 -3.10
H -1.49 2.37 0.10
C -2.43 3.16 -5.73
C -1.27 2.31 -5.55
N -0.35 1.63 -5.39
H -3.23 2.86 -5.05
H -2.20 4.20 -5.52
H -2.81 3.09 -6.74
C 3.56 -0.29 -6.13
C 2.76 0.13 -5.00
N 2.11 0.47 -4.11
H 4.59 -0.47 -5.82
H 3.17 -1.21 -6.57
H 3.57 0.48 -6.90
C 3.25 -3.79 3.69
C 3.92 -3.35 2.49
N 4.45 -3.01 1.53
H 3.91 -3.74 4.55
H 2.38 -3.17 3.90
H 2.90 -4.81 3.58
C 7.11 -1.54 5.15
C 6.16 -2.52 5.63
N 5.41 -3.30 6.02
H 7.38 -0.84 5.94
H 8.02 -2.03 4.80
H 6.69 -0.98 4.31
C -0.43 -1.21 5.94
C 0.62 -2.20 6.09
N 1.46 -2.98 6.21
H -1.21 -1.34 6.69
H -0.04 -0.21 6.03
H -0.90 -1.30 4.95
C 0.63 -5.89 -0.52
C 1.86 -6.65 -0.36
N 2.83 -7.24 -0.24
H -0.08 -6.13 0.27
H 0.83 -4.82 -0.49
H 0.15 -6.12 -1.48
C -5.21 5.69 -8.66
C -4.76 5.32 -7.33
N -4.41 5.03 -6.27
H -6.28 5.89 -8.66
H -4.70 6.58 -9.02
H -5.02 4.88 -9.36
C -2.58 -2.20 -5.18
C -3.05 -0.98 -5.81
N -3.42 -0.02 -6.32
H -1.95 -1.97 -4.32
H -3.42 -2.80 -4.84
H -2.00 -2.80 -5.88
C -7.91 2.89 -6.11
C -8.06 4.14 -6.82
N -8.17 5.13 -7.39
H -8.45 2.09 -6.61
H -6.87 2.59 -6.04
H -8.31 2.96 -5.10
C 2.99 4.47 -4.48
C 3.31 3.70 -5.67
N 3.55 3.09 -6.62
H 3.38 5.48 -4.56
H 1.91 4.52 -4.33
H 3.43 4.01 -3.60
C -0.29 -6.49 4.83
C 0.40 -6.04 3.63
N 0.94 -5.68 2.69
H 0.37 -6.46 5.69
H -1.15 -5.86 5.05
H -0.64 -7.51 4.71
C -11.77 3.04 -7.47
C -11.29 2.66 -6.15
N -10.90 2.36 -5.12
H -12.84 3.24 -7.44
H -11.26 3.94 -7.82
H -11.59 2.24 -8.19
C 0.19 3.68 6.84
C -0.70 2.54 6.75
N -1.41 1.64 6.66
H -0.33 4.60 6.59
H 0.60 3.79 7.85
H 1.02 3.58 6.16
C 3.58 4.60 3.58
C 2.74 5.17 4.61
N 2.07 5.61 5.44
H 4.57 4.37 3.96
H 3.16 3.68 3.19
H 3.70 5.28 2.74
C 5.62 -2.54 9.73
C 6.26 -1.34 10.24
N 6.76 -0.38 10.63
H 5.26 -2.39 8.71
H 6.31 -3.38 9.72
H 4.76 -2.82 10.35
C 2.58 8.30 2.26
C 2.89 7.41 1.16
N 3.14 6.70 0.30
H 3.05 9.28 2.13
H 1.50 8.46 2.34
H 2.93 7.89 3.21
C 1.22 -10.59 3.80
C 0.45 -10.09 4.93
N -0.15 -9.70 5.82
H 2.21 -10.91 4.13
H 0.72 -11.44 3.34
H 1.35 -9.82 3.05
*
```


This record from OMol25 describes a molecular structure, C35H43FeN9O2. The level of theory is wB97M-V/def2-TZVPD.

- ⟨S²⟩ = 8.764
- gap between HOMO and LUMO (spin up / spin down) (eV) = 7.3 / 7.0
- E_LUMO (spin up / spin down) (eV) = -8.81 / -9.10
- relative energy (zero: lowest compared OMol25 entry of this formula, charge and spin) (kcal/mol) = 85.70
- E_HOMO (spin up / spin down) (eV) = -16.07 / -16.07

Geometry as ORCA input:
```
! RIJCOSX wB97M-V def2-TZVPD def2/J DEFGRID3
* xyz 3 6
Fe -0.07 0.02 0.01
C -2.31 0.70 -3.87
O -2.30 1.89 -3.02
C -1.49 1.60 -2.03
N -0.82 0.50 -2.06
C -1.04 -0.03 -3.43
C -1.05 -1.53 -3.58
C -1.46 -2.35 -2.54
C -1.49 -3.73 -2.72
C -1.12 -4.29 -3.93
C -0.71 -3.47 -4.97
C -0.68 -2.09 -4.79
C -1.27 2.59 -0.95
C -1.75 3.89 -0.94
C -1.32 4.73 0.08
C -0.43 4.26 1.04
C -0.03 2.94 0.95
N -0.45 2.13 -0.01
C 0.87 2.25 1.90
N 1.16 1.01 1.79
C 1.99 0.66 2.96
C 2.17 2.02 3.69
O 1.35 2.94 2.92
C 3.30 -0.01 2.63
C 4.07 -0.53 3.67
C 5.29 -1.14 3.44
C 5.77 -1.30 2.14
C 4.97 -0.76 1.16
C 3.76 -0.13 1.32
H -2.31 1.03 -4.90
H -3.22 0.14 -3.64
H -0.20 0.35 -4.03
H -1.77 -1.91 -1.60
H -1.82 -4.38 -1.91
H -1.15 -5.36 -4.07
H -0.43 -3.89 -5.93
H -0.35 -1.45 -5.61
H -2.42 4.23 -1.71
H -1.67 5.75 0.12
H -0.06 4.89 1.83
H 1.41 -0.02 3.59
H 3.19 2.39 3.67
H 1.79 2.03 4.71
H 3.71 -0.46 4.69
H 5.88 -1.52 4.27
H 6.71 -1.80 1.93
H 5.40 -0.73 0.05
H 3.20 0.28 0.49
C 2.21 -4.55 -0.68
N 2.95 -3.36 -0.38
C 5.39 -1.84 -0.65
C 4.41 -1.60 -1.77
N 3.04 -1.32 -1.40
C 2.37 -0.21 -2.06
C 2.31 -2.13 -0.57
N 1.23 -1.72 0.00
C 0.65 -2.50 1.10
C -0.86 -2.60 0.96
N -1.41 -1.25 0.88
C -2.71 -1.06 1.04
N -3.72 -1.93 0.91
C -3.74 -3.23 0.25
C -5.02 -1.28 1.11
C -4.65 0.14 1.55
N -3.19 0.18 1.38
C -2.48 1.05 2.30
H 2.82 -5.16 -1.35
H 1.23 -4.38 -1.12
H 2.13 -5.16 0.23
H 5.19 -2.68 -0.01
H 6.44 -1.70 -0.91
H 4.52 -2.52 -2.38
H 4.76 -0.79 -2.40
H 2.96 0.12 -2.91
H 2.23 0.66 -1.39
H 1.40 -0.53 -2.42
H 0.88 -1.96 2.02
H 1.08 -3.49 1.20
H -1.26 -3.12 1.83
H -1.08 -3.21 0.08
H -3.53 -3.15 -0.81
H -4.74 -3.64 0.37
H -3.05 -3.94 0.72
H -5.60 -1.82 1.85
H -5.58 -1.29 0.17
H -4.90 0.31 2.59
H -5.13 0.90 0.94
H -2.81 0.88 3.32
H -2.66 2.09 2.04
H -1.41 0.84 2.25
*
```


This record from OMol25 describes a molecular structure, C3H8O3SSn in a non-equilibrium geometry. The level of theory is wB97M-V/def2-TZVPD.

- gap between HOMO and LUMO (eV) = 5.8
- E_LUMO (eV) = -12.68
- relative energy (zero: lowest compared OMol25 entry of this formula, charge and spin) (kcal/mol) = 1.58
- E_HOMO (eV) = -18.46

Geometry as ORCA input:
```
! RIJCOSX wB97M-V def2-TZVPD def2/J DEFGRID3
* xyz 2 1
Sn -3.83 -1.34 -0.23
O -0.73 1.95 1.82
S -0.50 0.73 1.16
O -1.66 0.13 0.45
O 0.63 0.93 0.09
C 0.94 -0.08 -0.90
C 0.43 0.31 -2.27
C 0.26 -0.47 2.23
H 0.45 -1.02 -0.64
H 2.01 -0.29 -0.89
H -0.66 0.33 -2.33
H 0.73 -0.40 -3.03
H 0.82 1.28 -2.59
H -0.50 -0.63 2.99
H 1.22 -0.06 2.53
H 0.40 -1.37 1.62
*
```


This record from OMol25 describes a molecular structure, C3H5O4Tm in a non-equilibrium geometry. The level of theory is wB97M-V/def2-TZVPD.

- ⟨S²⟩ = 2.010
- gap between HOMO and LUMO (spin up / spin down) (eV) = 8.3 / 4.6
- E_LUMO (spin up / spin down) (eV) = -9.57 / -11.69
- relative energy (zero: lowest compared OMol25 entry of this formula, charge and spin) (kcal/mol) = 33.77
- E_HOMO (spin up / spin down) (eV) = -17.84 / -16.28

Geometry as ORCA input:
```
! RIJCOSX wB97M-V def2-TZVPD def2/J DEFGRID3
* xyz 2 3
O -0.63 3.98 1.22
C 0.16 3.63 0.36
C -1.45 1.59 1.62
O 1.28 4.06 -0.01
O 0.06 2.27 -0.10
C -0.78 1.32 0.48
H -2.52 1.43 1.64
H -0.92 1.83 2.54
H -1.15 0.64 -0.29
H 1.38 -0.35 -0.39
O 2.25 0.10 -0.84
H 2.70 -0.54 -1.40
Tm 2.28 2.32 -1.10
*
```


This record from OMol25 describes 2 unconnected molecules or ions with the total composition C3H8NO in a non-equilibrium geometry. The level of theory is wB97M-V/def2-TZVPD.

- gap between HOMO and LUMO (eV) = 6.3
- E_LUMO (eV) = 4.41
- relative energy (zero: lowest compared OMol25 entry of this formula, charge and spin) (kcal/mol) = 13.20
- E_HOMO (eV) = -1.86

Geometry as ORCA input:
```
! RIJCOSX wB97M-V def2-TZVPD def2/J DEFGRID3
* xyz -1 1
C 1.79 -0.85 -0.76
O 0.93 -0.68 -1.85
H 1.38 -1.46 0.05
H 2.72 -1.36 -1.06
H 2.11 0.12 -0.36
C -0.77 0.56 1.71
C -1.45 0.83 0.54
N -1.38 0.24 -0.65
H 0.17 0.02 1.68
H -1.14 0.91 2.66
H -2.22 1.61 0.70
H -2.13 0.59 -1.22
H 0.02 -0.55 -1.44
*
```


This record from OMol25 describes a gas-phase ion, C3H2IN2 (charge +1) in a non-equilibrium geometry. The level of theory is wB97M-V/def2-TZVPD.

- gap between HOMO and LUMO (spin up / spin down) (eV) = 6.9 / 6.9
- E_LUMO (spin up / spin down) (eV) = -8.63 / -8.63
- relative energy (zero: lowest compared OMol25 entry of this formula, charge and spin) (kcal/mol) = 26.26
- E_HOMO (spin up / spin down) (eV) = -15.51 / -15.51

Geometry as ORCA input:
```
! RIJCOSX wB97M-V def2-TZVPD def2/J DEFGRID3
* xyz 1 1
C 1.43 -0.36 1.11
C -0.31 0.87 0.26
C -0.58 -0.25 -0.69
N 0.66 0.75 1.07
N 1.78 -1.33 0.55
I -2.35 -0.68 -1.59
H -0.99 1.77 0.35
H 0.37 -0.77 -1.06
*
```


This record from OMol25 describes a molecular structure, C4H4I2O in a non-equilibrium geometry. The level of theory is wB97M-V/def2-TZVPD.

- gap between HOMO and LUMO (eV) = 9.2
- E_LUMO (eV) = -0.45
- relative energy (zero: lowest compared OMol25 entry of this formula, charge and spin) (kcal/mol) = 0.00
- E_HOMO (eV) = -9.60

Geometry as ORCA input:
```
! RIJCOSX wB97M-V def2-TZVPD def2/J DEFGRID3
* xyz 0 1
C 1.38 -0.42 1.13
C 0.40 0.40 0.79
C -0.46 0.21 -1.64
C -0.78 0.05 -0.02
O 0.64 0.33 -2.07
I -1.42 -2.01 0.07
I -2.45 1.38 0.36
H 2.24 -0.06 1.66
H 1.36 -1.47 0.90
H 0.47 1.45 1.05
H -1.38 0.15 -2.23
*
```


This record from OMol25 describes 2 unconnected molecules or ions with the total composition C4H9NO in a non-equilibrium geometry. The level of theory is wB97M-V/def2-TZVPD.

- ⟨S²⟩ = 0.754
- gap between HOMO and LUMO (spin up / spin down) (eV) = 2.2 / 5.7
- E_LUMO (spin up / spin down) (eV) = 2.95 / 2.94
- relative energy (zero: lowest compared OMol25 entry of this formula, charge and spin) (kcal/mol) = 29.04
- E_HOMO (spin up / spin down) (eV) = 0.75 / -2.74

Geometry as ORCA input:
```
! RIJCOSX wB97M-V def2-TZVPD def2/J DEFGRID3
* xyz -1 2
C 1.39 -0.85 -2.95
C -0.07 -2.44 -3.78
N 0.94 -1.73 -4.05
H 2.45 -1.07 -2.84
H 1.22 0.18 -3.22
H 0.82 -1.00 -2.04
H -0.21 -3.25 -4.50
H -0.76 -2.40 -2.94
O 0.62 0.81 4.43
C -0.53 1.40 4.47
C -1.12 2.00 3.25
H -1.05 1.62 5.42
H -2.11 2.44 3.44
H -0.55 2.94 2.95
H -1.04 1.36 2.36
*
```


This record from OMol25 describes C4H7N3S2 in the gas phase in a non-equilibrium geometry. The level of theory is wB97M-V/def2-TZVPD.

- gap between HOMO and LUMO (spin up / spin down) (eV) = 7.2 / 7.2
- E_LUMO (spin up / spin down) (eV) = -0.34 / -0.34
- relative energy (zero: lowest compared OMol25 entry of this formula, charge and spin) (kcal/mol) = 115.00
- E_HOMO (spin up / spin down) (eV) = -7.58 / -7.58

Geometry as ORCA input:
```
! RIJCOSX wB97M-V def2-TZVPD def2/J DEFGRID3
* xyz 0 1
C 0.50 -1.29 -0.18
C -0.61 -2.07 -0.07
C -2.19 0.48 -0.77
C 2.20 0.58 0.45
N -1.67 -1.70 0.65
N -0.62 -3.38 -0.38
N -2.65 1.71 -0.81
S -2.28 -0.20 0.80
S 0.64 0.28 -0.54
H 2.92 0.91 -0.29
H 2.23 -0.51 0.72
H 2.04 1.31 1.18
H 0.28 -3.77 -0.61
H -1.25 -3.92 0.15
H -3.21 1.85 -1.58
H -2.86 2.31 -0.02
*
```


This record from OMol25 describes 2 unconnected molecules or ions with the total composition C9H16N3O in a non-equilibrium geometry. The level of theory is wB97M-V/def2-TZVPD.

- gap between HOMO and LUMO (eV) = 8.4
- E_LUMO (eV) = -2.96
- relative energy (zero: lowest compared OMol25 entry of this formula, charge and spin) (kcal/mol) = 6.82
- E_HOMO (eV) = -11.35

Geometry as ORCA input:
```
! RIJCOSX wB97M-V def2-TZVPD def2/J DEFGRID3
* xyz 1 1
C -1.71 1.90 -1.76
C -2.65 0.09 -0.33
N -2.42 1.37 -0.61
N -1.98 -0.88 -0.92
N -3.60 -0.23 0.57
H -2.75 2.05 0.06
H -1.50 -0.69 -1.78
H -2.05 -1.85 -0.66
H -4.12 0.46 1.09
H -3.63 -1.19 0.89
H -2.42 2.17 -2.55
H -1.03 1.17 -2.18
H -1.17 2.79 -1.49
C 3.92 1.01 0.38
C 0.55 -1.59 0.73
C 1.16 -1.46 -0.52
C 0.93 -0.81 1.81
C 2.16 -0.52 -0.67
C 1.97 0.09 1.63
C 2.67 0.17 0.42
O -0.35 -2.65 0.87
H 0.79 -2.11 -1.31
H -0.86 -2.49 1.68
H 0.33 -0.79 2.71
H 2.67 -0.37 -1.61
H 2.31 0.64 2.49
H 4.10 1.55 1.31
H 3.86 1.77 -0.40
H 4.80 0.41 0.16
*
```


This record from OMol25 describes 6 unconnected molecules or ions with the total composition C32H53ClFN2O21 in a non-equilibrium geometry. The level of theory is wB97M-V/def2-TZVPD.

- gap between HOMO and LUMO (eV) = 7.3
- E_LUMO (eV) = -4.65
- E_HOMO (eV) = -11.90

Geometry as ORCA input:
```
! RIJCOSX wB97M-V def2-TZVPD def2/J DEFGRID3
* xyz 1 1
C -3.08 2.18 -2.59
C -2.99 3.66 -2.96
C -3.75 4.59 -2.07
O -4.73 5.13 -2.46
O -3.28 4.85 -0.80
C -3.91 4.02 0.19
C -2.87 3.57 1.23
C -2.19 2.25 0.93
C -0.79 2.23 0.72
C 0.11 3.44 0.81
C 0.01 4.42 -0.34
F -0.07 4.07 2.03
C -0.18 1.03 0.41
C -0.93 -0.13 0.33
O -0.35 -1.30 0.05
N 0.69 -1.67 1.11
O 1.57 -2.18 0.62
N -2.26 -0.11 0.54
C -2.96 -1.41 0.40
C -2.92 -2.22 1.72
C -2.58 -3.66 1.43
Cl -3.86 -4.42 0.46
C -2.91 1.05 0.86
C -4.38 0.98 1.15
C -4.68 1.52 2.54
O -3.93 1.40 3.45
O -5.88 2.11 2.68
H -4.06 1.92 -2.20
H -2.36 1.89 -1.82
H -2.91 1.57 -3.47
H -1.93 3.94 -3.02
H -3.40 3.78 -3.95
H -4.38 3.19 -0.33
H -4.64 4.64 0.70
H -2.17 4.38 1.29
H -3.36 3.54 2.20
H 1.13 3.07 0.83
H 0.58 4.07 -1.19
H -1.01 4.65 -0.63
H 0.44 5.36 0.01
H 0.88 0.97 0.22
H -2.49 -2.01 -0.37
H -3.97 -1.26 0.05
H -2.07 -1.83 2.29
H -3.84 -2.14 2.28
H -1.67 -3.71 0.83
H -2.37 -4.22 2.33
H -4.72 -0.05 1.20
H -4.97 1.44 0.38
H -6.15 2.50 1.84
C 8.42 -3.56 1.03
O 7.37 -3.43 1.99
C 6.14 -3.45 1.48
O 5.86 -3.55 0.31
O 5.27 -3.32 2.48
C 3.91 -3.33 2.05
H 9.35 -3.54 1.58
H 8.34 -4.51 0.50
H 8.39 -2.74 0.32
H 3.67 -4.27 1.57
H 3.72 -2.50 1.38
H 3.30 -3.21 2.95
C 13.25 -4.31 2.18
O 12.79 -3.69 0.98
C 13.53 -2.66 0.57
O 14.52 -2.24 1.12
O 12.99 -2.18 -0.54
C 13.70 -1.06 -1.10
H 12.56 -5.13 2.39
H 14.25 -4.72 2.05
H 13.24 -3.61 3.01
H 14.71 -1.34 -1.36
H 13.71 -0.23 -0.40
H 13.16 -0.77 -1.99
C -10.01 1.55 -5.53
O -9.66 2.91 -5.21
C -8.37 3.11 -4.99
O -7.50 2.27 -5.02
O -8.19 4.40 -4.71
C -6.82 4.75 -4.46
H -11.08 1.53 -5.68
H -9.50 1.23 -6.43
H -9.76 0.89 -4.70
H -6.22 4.56 -5.34
H -6.44 4.21 -3.61
H -6.81 5.81 -4.24
C -12.46 -3.90 -4.65
O -13.47 -3.11 -4.01
C -13.17 -1.82 -3.90
O -12.16 -1.29 -4.28
O -14.19 -1.21 -3.29
C -14.01 0.19 -3.11
H -12.84 -4.92 -4.67
H -12.29 -3.55 -5.67
H -11.53 -3.87 -4.08
H -13.90 0.70 -4.07
H -13.14 0.39 -2.48
H -14.91 0.55 -2.61
C 13.73 -0.88 4.24
O 12.50 -1.49 4.66
C 12.06 -1.09 5.85
O 12.60 -0.30 6.57
O 10.92 -1.73 6.11
C 10.34 -1.40 7.38
H 13.96 -1.29 3.26
H 13.62 0.20 4.16
H 14.53 -1.13 4.93
H 10.10 -0.34 7.42
H 11.02 -1.67 8.19
H 9.43 -1.99 7.46
*
```


no.,DFT total energy (hartree)
1,-3207.50662
2,-3265.56155
3,-956.52034
4,-1502.73490
5,-249.06558
6,-522.27322
7,-825.39273
8,-287.69890
9,-1117.06941
10,-591.84474
11,-3500.45895